Entry 1:
Entry from the OMol25 dataset: a molecular structure, C4H14BrO2PSi2 (ωB97M-V/def2-TZVPD).

As for the multiplicity: 1. Its total charge is 0. The value obtained for the LUMO energy is 0.6 eV.

Atoms and positions in Å:
C1 -1.04 -0.96 -2.79
C2 -0.97 -0.64 -1.31
Br1 -1.70 -2.17 -0.35
C3 -1.74 0.62 -0.94
Si1 -1.81 1.12 0.86
O1 -0.27 1.30 1.43
Si2 0.47 0.16 2.39
P1 2.59 -0.31 1.82
C4 2.99 0.91 0.53
O2 2.37 -1.63 0.83
H1 -2.07 -1.18 -3.06
H2 -0.68 -0.11 -3.38
H3 -0.46 -1.85 -3.02
H4 0.07 -0.53 -1.01
H5 -2.75 0.57 -1.35
H6 -1.24 1.45 -1.46
H7 -2.48 2.44 0.92
H8 -2.60 0.19 1.68
H9 -0.26 -1.12 2.29
H10 0.40 0.60 3.80
H11 2.75 0.50 -0.45
H12 2.45 1.85 0.68
H13 4.05 1.11 0.56
H14 1.93 -2.32 1.31

Entry 2:
Entry from the OMol25 dataset: a molecular structure, C19H46AlO15P3 at a distorted geometry (ωB97M-V/def2-TZVPD).

As for the multiplicity: 1. Its total charge is +2. The value obtained for the relative energy (zero: lowest compared OMol25 entry of this formula, charge and spin) is 0.0000 eV. The value obtained for the LUMO energy is -12.1 eV.

Atoms and positions in Å:
Al1 -20.14 -1.10 31.10
O1 -16.19 -3.70 30.05
C1 -17.37 -3.13 30.02
O2 -17.82 -2.67 28.96
O3 -18.02 -2.94 31.08
H1 -15.77 -3.49 29.19
C2 -17.02 -4.10 34.85
C3 -18.14 -3.14 34.52
O4 -19.42 -3.71 34.89
P1 -20.44 -4.17 33.79
O5 -20.76 -3.10 32.81
O6 -19.67 -5.40 33.16
C4 -20.37 -6.27 32.22
C5 -19.51 -6.39 30.99
O7 -21.66 -4.69 34.59
C6 -21.46 -5.73 35.62
C7 -22.56 -6.75 35.45
H2 -16.07 -3.73 34.47
H3 -16.89 -4.19 35.93
H4 -17.22 -5.11 34.48
H5 -17.98 -2.19 35.04
H6 -18.20 -2.99 33.44
H7 -20.55 -7.23 32.70
H8 -21.34 -5.83 31.97
H9 -18.54 -6.84 31.19
H10 -19.97 -6.98 30.19
H11 -19.26 -5.37 30.67
H12 -20.43 -6.08 35.60
H13 -21.68 -5.20 36.55
H14 -23.52 -6.25 35.36
H15 -22.41 -7.37 34.56
H16 -22.51 -7.50 36.24
C8 -17.50 5.37 29.56
C9 -18.95 5.17 29.96
O8 -19.25 3.76 30.18
P2 -19.24 3.07 31.57
O9 -19.50 1.61 31.45
O10 -20.25 3.83 32.53
C10 -21.67 3.53 32.44
C11 -22.26 3.82 33.80
O11 -17.88 3.53 32.20
C12 -17.18 2.76 33.20
C13 -17.42 3.32 34.59
H17 -16.93 4.69 30.18
H18 -17.35 5.28 28.48
H19 -17.25 6.41 29.76
H20 -19.11 5.67 30.92
H21 -19.76 5.60 29.37
H22 -22.08 4.19 31.67
H23 -21.91 2.52 32.12
H24 -23.03 3.09 34.07
H25 -21.52 3.61 34.58
H26 -22.60 4.83 34.01
H27 -17.43 1.70 33.15
H28 -16.13 2.89 32.92
H29 -18.37 3.81 34.79
H30 -17.40 2.48 35.29
H31 -16.66 3.99 35.00
C14 -21.56 3.96 27.13
C15 -21.34 2.61 27.79
O12 -20.20 1.98 27.21
P3 -20.05 0.42 27.23
O13 -19.98 -0.26 28.54
O14 -21.26 -0.07 26.34
C16 -21.43 0.42 25.00
C17 -22.85 0.91 24.83
O15 -18.72 0.26 26.40
C18 -18.42 -1.05 25.87
C19 -16.93 -1.09 25.56
H32 -20.88 4.77 27.41
H33 -21.62 3.85 26.05
H34 -22.46 4.36 27.61
H35 -21.19 2.79 28.86
H36 -22.28 2.05 27.75
H37 -20.73 1.23 24.77
H38 -21.25 -0.34 24.23
H39 -22.91 1.52 23.92
H40 -23.54 0.09 24.64
H41 -23.19 1.48 25.69
H42 -18.65 -1.77 26.67
H43 -19.04 -1.39 25.04
H44 -16.48 -0.14 25.88
H45 -16.38 -2.00 25.78
H46 -16.82 -0.97 24.48